C4H6N2O in the gas phase, computed with ωB97M-V/def2-TZVPD.

Summary:
SMILES = O=C1C=CCNN1
DFT total energy = -9269.773 eV
E_LUMO = 0.70 eV
HOMO level = -9.23 eV
energy relative to the best compared isomer or geometry (same formula, charge and spin) = 359.8 kJ/mol

XYZ file:
```
13
Properties=species:S:1:pos:R:3:forces:R:3:lowdin_charge:R:1
O 2.775228 0.140167 0.002347 -0.7 -0.1 0.0 0.09
N -0.330454 -1.136515 0.407505 0.0 -1.6 -1.4 -0.11
N 0.821727 -1.065908 -0.565271 0.6 -3.9 4.5 0.04
C 1.581353 0.043397 -0.079251 -1.9 1.6 -0.1 -0.45
C 0.519724 1.235222 0.129083 1.5 -0.4 -0.7 0.00
C -0.764922 1.147684 -0.184668 0.1 -3.6 1.2 -0.05
C -1.340446 -0.284753 -0.102330 -0.4 1.9 -0.7 -0.23
H 0.941952 2.183487 0.324639 0.7 0.9 -0.1 0.08
H -1.533627 -0.600006 -1.116784 0.3 -0.4 -0.7 0.11
H 0.045806 -1.180608 1.353392 -0.8 0.9 -0.2 0.12
H -2.404328 -0.305706 0.240819 1.1 -0.1 1.0 0.13
H -1.503154 1.855648 -0.333123 -0.8 2.1 -0.2 0.08
H 1.191136 -2.032114 -0.076356 0.3 2.8 -2.7 0.19
```
Forces are in eV/Å.

***

C4H6N2O in the gas phase, computed with ωB97M-V/def2-TZVPD.

Summary:
SMILES = Cc1ncc(O)[nH]1
DFT total energy = -9272.947 eV
E_LUMO = 0.70 eV
HOMO level = -8.01 eV
energy relative to the best compared isomer or geometry (same formula, charge and spin) = 53.6 kJ/mol

XYZ file:
```
13
Properties=species:S:1:pos:R:3:forces:R:3:lowdin_charge:R:1
O 2.204511 -0.320169 -1.583774 0.1 0.1 -0.1 0.07
N 0.354252 -0.717642 -0.213026 0.0 0.0 0.0 0.16
N -0.423268 1.298885 0.245781 0.0 -0.3 0.0 0.09
C -0.598365 0.021647 0.448131 -0.1 0.0 0.0 -0.41
C 1.166758 0.169839 -0.863734 -0.3 0.2 0.2 -0.38
C 0.680244 1.412638 -0.580188 0.2 0.0 -0.1 -0.11
C -1.688552 -0.616271 1.245287 0.0 0.0 0.0 -0.03
H -2.552745 -0.867105 0.619427 0.1 0.0 0.1 0.08
H -1.343368 -1.538414 1.725436 0.0 0.1 0.0 0.07
H 0.463082 -1.719546 -0.220233 0.0 0.1 0.0 0.16
H -2.022953 0.077737 2.019535 0.1 -0.1 -0.1 0.08
H 1.054947 2.373249 -0.906929 0.0 -0.1 0.0 0.10
H 2.705456 0.425150 -1.935714 0.0 -0.1 0.0 0.11
```
Forces are in eV/Å.

***

C4H6N2O in the gas phase, computed with ωB97M-V/def2-TZVPD.

Summary:
SMILES = NC1=NC(O)=CC1
DFT total energy = -9271.366 eV
E_LUMO = 0.85 eV
HOMO level = -8.35 eV
energy relative to the best compared isomer or geometry (same formula, charge and spin) = 206.1 kJ/mol

XYZ file:
```
13
Properties=species:S:1:pos:R:3:forces:R:3:lowdin_charge:R:1
O 2.409387 -1.221546 0.007716 0.3 0.2 -0.2 0.07
N 0.092057 -1.190274 0.284932 -0.1 0.1 -0.2 0.17
N -2.233820 -0.463956 0.138853 -0.1 -0.3 0.2 0.10
C -0.299334 1.065540 0.010901 -0.2 -0.2 0.4 -0.12
C 1.261166 -0.517301 -0.018429 0.0 0.2 -0.1 -0.43
C -0.849809 -0.293344 0.150139 0.1 -0.5 -0.6 -0.46
C 1.102210 0.808295 -0.295411 0.1 -0.1 0.4 -0.05
H 3.120659 -0.594390 -0.208363 -0.2 -0.4 0.2 0.12
H -0.847379 1.918357 -0.395164 -0.1 -0.4 0.2 0.12
H 1.832692 1.492199 -0.712801 -0.1 0.0 0.4 0.10
H -2.558680 -1.241853 0.694928 0.2 -0.3 0.0 0.09
H -0.550375 0.880718 1.170731 0.6 1.5 -0.8 0.20
H -2.478774 -0.642439 -0.828029 -0.4 0.2 0.0 0.10
```
Forces are in eV/Å.

***

C4H6N2O in the gas phase, computed with ωB97M-V/def2-TZVPD.

Summary:
SMILES = COc1c[nH]cn1
DFT total energy = -9272.366 eV
E_LUMO = 0.83 eV
HOMO level = -8.32 eV
energy relative to the best compared isomer or geometry (same formula, charge and spin) = 109.6 kJ/mol

XYZ file:
```
13
Properties=species:S:1:pos:R:3:forces:R:3:lowdin_charge:R:1
O -0.272172 -0.708388 -1.475449 0.2 -0.1 0.1 -0.06
N 1.405016 -1.119607 0.116996 -0.1 0.1 0.1 0.13
N 0.991951 0.525766 1.543774 0.1 -0.1 0.0 0.04
C 0.090442 0.680527 0.506563 0.0 0.0 0.0 -0.06
C 0.372199 -0.359673 -0.342002 -0.1 0.1 0.1 -0.40
C -1.556128 -0.129506 -1.575064 -0.2 0.1 -0.1 -0.09
C 1.743820 -0.564646 1.257926 0.1 0.0 0.1 -0.20
H -0.600038 1.504970 0.438749 0.1 -0.1 0.1 0.11
H -1.509962 0.907639 -1.927153 0.1 -0.1 0.0 0.09
H -2.047394 -0.142898 -0.595819 -0.1 0.0 -0.1 0.09
H -2.129843 -0.726022 -2.281720 0.1 0.1 0.0 0.09
H 0.992674 1.046738 2.405989 0.1 -0.1 -0.2 0.15
H 2.519436 -0.914898 1.927213 -0.1 0.0 -0.2 0.12
```
Forces are in eV/Å.

***

C4H6N2O in the gas phase, computed with ωB97M-V/def2-TZVPD.

Summary:
DFT total energy = -9270.440 eV
E_LUMO = 0.60 eV
HOMO level = -9.03 eV
energy relative to the best compared isomer or geometry (same formula, charge and spin) = 295.4 kJ/mol

XYZ file:
```
13
Properties=species:S:1:pos:R:3:forces:R:3:lowdin_charge:R:1
O -2.180483 -0.853233 0.082619 -0.2 -0.6 -0.5 -0.04
N -0.104559 -0.570691 -1.032403 0.0 0.0 0.6 0.15
N -0.122057 0.863340 0.689993 -0.2 0.4 0.0 0.05
C -1.358772 1.091875 0.247601 0.7 0.3 0.0 0.03
C 2.051809 -0.323928 0.162310 0.0 0.0 0.0 -0.01
C -1.432039 0.002267 -0.813218 -0.4 0.0 0.1 -0.41
C 0.608505 -0.069496 -0.107871 0.0 -0.2 -0.3 -0.38
H 2.625322 0.607012 0.081735 -0.1 -0.1 0.0 0.09
H 2.198174 -0.720521 1.173093 -0.1 0.0 -0.1 0.09
H 0.238670 1.248873 1.550965 0.0 0.1 -0.2 0.13
H -2.995578 -0.367457 0.290264 0.3 -0.2 0.0 0.09
H 2.431444 -1.043482 -0.563467 -0.1 0.1 0.1 0.08
H -1.960431 0.135438 -1.761617 0.1 0.3 0.3 0.13
```
Forces are in eV/Å.

***

C4H6N2O in the gas phase, computed with ωB97M-V/def2-TZVPD.

Summary:
DFT total energy = -9268.910 eV
E_LUMO (alpha / beta) = -0.35 / -0.60 eV
HOMO level (alpha / beta) = -7.71 / -8.37 eV
energy relative to the best compared isomer or geometry (same formula, charge and spin) = 443.1 kJ/mol

XYZ file:
```
13
Properties=species:S:1:pos:R:3:forces:R:3:lowdin_charge:R:1
O -0.737419 -1.961144 0.233121 -0.1 0.0 0.1 0.06
N -1.651675 0.522434 -0.063395 0.0 0.2 0.0 0.09
N 1.354562 -1.330850 -0.515952 -0.4 0.0 0.2 0.17
C 0.594680 1.422096 0.248109 0.5 0.3 -0.3 -0.19
C 1.982440 1.368570 0.034173 -0.7 -0.3 0.5 0.13
C 0.187851 -1.028823 -0.112968 0.4 0.1 -0.2 -0.44
C -0.266884 0.372593 0.023342 0.0 -0.3 -0.1 -0.27
H 2.440227 0.439207 0.405527 0.1 0.2 -0.1 -0.01
H -1.970625 1.474200 0.071856 0.1 -0.1 0.0 0.10
H -2.070374 0.124026 -0.897802 0.0 0.0 0.1 0.11
H 1.490879 -2.341291 -0.442511 0.0 0.1 -0.1 0.08
H -1.500934 -1.503853 0.624425 0.1 -0.1 -0.1 0.10
H 0.125536 2.407428 0.336464 0.1 -0.1 -0.1 0.09
```
Forces are in eV/Å.